(1)
C31H33F2IrN5O2S2 as an isolated structure, computed with wB97M-V/def2-TZVPD.

Output
Gap between HOMO and LUMO (spin up / spin down) = 6.2678 / 6.6042 eV
Maximum force = 3.0 eV/A
HOMO energy (spin up / spin down) = -6.362 / -6.767 eV
<S²> = 0.778
ΔE to the lowest compared entry with this formula, charge and spin = 2.838 eV
Multiplicity = 2

Positions of all 76 atoms, in Å:
Ir 0.04065 0.32467 -0.04559
C 1.29386 3.55688 -4.45497
C 2.32649 2.50017 -4.08313
N 1.75846 1.18152 -3.90083
C 1.13497 0.75994 -2.77845
S 1.26466 1.73983 -1.32917
N 0.49550 -0.38807 -2.88494
N -0.07225 -0.80618 -1.72683
C -0.62618 -1.98118 -1.63713
C -0.67144 -2.95808 -2.76679
C -1.18216 -2.29342 -0.33484
C -1.88158 -3.46998 -0.08428
C -2.37073 -3.72186 1.18123
C -2.15368 -2.78973 2.18357
C -1.46064 -1.63650 1.87261
N -0.97939 -1.37988 0.65682
H 1.77670 4.51405 -4.65671
H 0.58192 3.69235 -3.64040
H 0.74492 3.25979 -5.35069
H 2.83903 2.77347 -3.16076
H 3.09514 2.42083 -4.85496
H 1.52446 0.64282 -4.72082
H -0.16761 -2.53795 -3.63097
H -1.70219 -3.19487 -3.04167
H -0.17902 -3.89014 -2.47968
H -2.02980 -4.18629 -0.87935
H -2.91138 -4.63671 1.38396
H -2.51126 -2.94202 3.19157
H -1.27626 -0.87481 2.61822
F -1.59610 1.18075 6.12725
C -1.68542 1.53980 4.83019
C -0.62272 1.26472 3.99249
C -0.67935 1.61450 2.64505
C -1.83908 2.24529 2.15922
C -2.86362 2.51026 3.05802
F -3.99662 3.09664 2.61354
C -2.82788 2.17210 4.39760
C -2.07474 2.53966 0.72554
C -2.54194 3.77710 0.29446
C -2.91099 3.93723 -1.02701
C -2.83297 2.84958 -1.88567
C -2.33079 1.66267 -1.39334
N -1.93490 1.51301 -0.12436
H 0.25011 0.78827 4.41413
H -3.65825 2.38440 5.05369
H -2.61566 4.59282 0.99897
H -3.26304 4.89705 -1.38133
H -3.12893 2.92349 -2.92251
H -2.19899 0.80159 -2.03642
C 3.55040 -2.26856 1.54348
S 2.25190 -2.07571 0.28689
O 1.54834 -3.37721 0.33744
C 3.82464 -1.10647 -1.28922
C 4.37995 0.04886 -0.81258
C 5.12058 0.81087 -1.71545
C 5.25353 0.39001 -3.03251
C 4.65239 -0.78322 -3.46758
C 3.91143 -1.56181 -2.57839
H 3.94142 -3.27973 1.45596
H 3.10205 -2.12601 2.52599
H 4.34096 -1.54047 1.38266
H 4.24071 0.38240 0.20850
H 5.57645 1.73841 -1.39204
H 5.82346 0.99023 -3.73024
H 4.74992 -1.09323 -4.50098
H 3.41195 -2.46483 -2.90287
C 1.80684 3.53727 1.95542
O 0.85476 2.74503 1.30471
C 0.49004 1.40518 1.69363
C 1.66829 0.72717 2.39821
H 1.49609 3.83024 2.96942
H 1.90873 4.43859 1.35218
H 2.79173 3.06397 2.03290
H 2.04620 1.29117 3.25895
H 2.48517 0.61012 1.68413
H 1.39375 -0.27135 2.74495

(2)
C31H33N3O3RuS2 as an isolated structure, computed with wB97M-V/def2-TZVPD.

Output
Gap between HOMO and LUMO (spin up / spin down) = 6.6265 / 6.0387 eV
Maximum force = 0.4 eV/A
HOMO energy (spin up / spin down) = -14.799 / -14.811 eV
Total charge = +2
ΔE to the lowest compared entry with this formula, charge and spin = 0.297 eV

Positions of all 73 atoms, in Å:
Ru 0.69235 0.84955 -1.27499
C -2.02777 -5.58689 -0.43455
C -1.22138 -4.82055 0.62558
C -2.04282 -4.72793 1.91099
C 0.09032 -5.56889 0.91971
C -0.86520 -3.44812 0.07697
C -0.13086 -3.32564 -1.10097
C 0.24518 -2.08676 -1.56783
N -0.08279 -0.96148 -0.91893
C -0.85440 -1.03950 0.19168
C -1.23903 -2.25803 0.70499
C -1.27326 0.27015 0.73267
C -2.09899 0.45762 1.82245
C -2.50296 1.73974 2.18883
C -2.05329 2.79988 1.38834
C -1.21093 2.56087 0.33415
N -0.82017 1.31524 0.01178
C -3.37247 2.01371 3.40315
C -2.56956 2.90404 4.36876
C -4.64136 2.75242 2.94988
C -3.77039 0.72806 4.12677
H -2.29700 -6.56788 -0.04265
H -1.45769 -5.74418 -1.35092
H -2.94986 -5.06069 -0.68878
H -2.25076 -5.73469 2.27228
H -3.00591 -4.23737 1.74823
H -1.50469 -4.20504 2.70553
H -0.14038 -6.55015 1.33523
H 0.70033 -5.02884 1.64651
H 0.68502 -5.72004 0.01787
H 0.17083 -4.19579 -1.66695
H 0.83456 -1.98013 -2.46433
H -1.84516 -2.28478 1.59750
H -2.43894 -0.40024 2.38139
H -2.34827 3.81852 1.59655
H -0.82125 3.36390 -0.27762
H -2.32373 3.87002 3.92534
H -1.64099 2.41973 4.67678
H -3.16552 3.09112 5.26216
H -4.41611 3.71622 2.49162
H -5.27418 2.94202 3.81683
H -5.21517 2.15728 2.23706
H -2.90091 0.17762 4.49362
H -4.36875 0.06911 3.49296
H -4.37862 0.98317 4.99369
O 3.92443 -0.66852 -3.69299
S 3.66046 -0.84276 -2.30758
O 3.17005 -2.09139 -1.80948
N 2.60110 0.38517 -1.80388
C 3.11519 1.05593 -0.75300
O 2.31522 1.83594 -0.15177
C 4.49976 0.74604 -0.42277
C 5.31632 1.29713 0.54858
C 6.61999 0.82534 0.63046
C 7.08092 -0.16252 -0.23675
C 6.25578 -0.72752 -1.20722
C 4.96598 -0.25201 -1.27196
H 4.94881 2.07128 1.20863
H 7.29105 1.23283 1.37411
H 8.10418 -0.50442 -0.15429
H 6.61539 -1.50160 -1.87146
S -0.36944 0.98935 -3.07967
C 0.05092 2.49934 -3.77017
C -0.72201 2.88567 -4.88540
C -0.45830 4.08689 -5.50838
C 0.57263 4.89504 -5.03998
C 1.34948 4.51422 -3.93995
C 1.09752 3.32313 -3.30374
H -1.51688 2.23991 -5.23894
H -1.04748 4.39406 -6.36119
H 0.78352 5.83224 -5.53879
H 2.15597 5.14991 -3.60144
H 1.72236 3.02497 -2.47033

(3)
One molecule with the formula C31H33N5O6, computed with wB97M-V/def2-TZVPD.

Output
Gap between HOMO and LUMO = 7.8748 eV
Maximum force = 1.3 eV/A
HOMO energy = -7.963 eV
SMILES string = CCOc1cc([C@H](C(=O)NC[C@H]2CCCO2)N(C(=O)Cn2nnc3ccccc32)c2ccc(C(C)=O)cc2)ccc1O
ΔE to the lowest compared entry with this formula, charge and spin = 0.000 eV

Positions of all 75 atoms, in Å:
C 3.42109 3.15722 4.33440
C 2.56723 2.09276 3.66518
H 1.50991 2.38398 3.68844
H 2.86344 1.96466 2.61733
O 2.75499 0.88077 4.37565
C 2.13208 -0.24928 3.91757
C 1.27450 -0.30971 2.83616
C 0.71094 -1.52531 2.45245
C 0.98532 -2.66893 3.18230
C 1.83352 -2.61325 4.27656
C 2.41697 -1.41662 4.64930
O 3.25543 -1.36306 5.71660
H 3.55710 -0.44767 5.80311
H 2.05699 -3.49715 4.85139
H 0.53458 -3.60886 2.90566
C -0.25213 -1.55378 1.28975
N 0.09617 -0.57334 0.25291
C 1.35857 -0.47691 -0.21040
O 2.25662 -1.23976 0.09456
C 1.66969 0.71377 -1.13226
N 1.05404 1.93188 -0.69850
C 0.30057 2.82287 -1.40058
C -0.09230 2.93156 -2.72932
C -0.90472 3.99481 -3.04523
C -1.31508 4.92838 -2.08145
C -0.92160 4.83948 -0.76845
C -0.09864 3.76711 -0.42303
N 0.44190 3.37939 0.76567
N 1.10632 2.31442 0.58473
H -1.22538 5.55779 -0.02427
H -1.95711 5.73841 -2.39305
H -1.24760 4.11529 -4.06088
H 0.22052 2.21720 -3.47477
H 2.76100 0.81782 -1.12699
H 1.34420 0.48944 -2.15002
C -0.97521 0.18334 -0.27689
C -1.69742 1.04549 0.54346
C -2.69332 1.83671 0.00690
C -2.99799 1.76452 -1.35138
C -2.31466 0.84279 -2.14699
C -1.31472 0.05393 -1.62003
H -0.79138 -0.67011 -2.22569
H -2.58580 0.77052 -3.18953
C -3.99007 2.64813 -2.01502
O -4.10983 2.65960 -3.22015
C -4.82001 3.53883 -1.12630
H -5.34880 2.94607 -0.38370
H -5.53726 4.08386 -1.73452
H -4.17424 4.24857 -0.61337
H -3.21166 2.52624 0.65333
H -1.44611 1.12598 1.59054
H -1.25203 -1.27723 1.64730
C -0.42200 -2.91673 0.58712
O -1.52771 -3.36659 0.35768
N 0.73323 -3.51275 0.25091
H 1.58330 -2.96826 0.37449
C 0.75714 -4.55588 -0.74096
H -0.21300 -5.05601 -0.71030
H 1.55011 -5.26910 -0.50677
C 0.99901 -3.95613 -2.14582
H 2.01153 -3.54228 -2.18888
C 0.70572 -4.98103 -3.24590
H 1.24706 -4.71168 -4.15282
H 0.98908 -5.98891 -2.95245
C -0.80620 -4.82130 -3.45040
H -1.35768 -5.59052 -2.91256
C -1.11299 -3.42971 -2.86377
H -1.51630 -2.73918 -3.60861
O 0.12019 -2.88332 -2.41162
H -1.81448 -3.49346 -2.02381
H -1.07771 -4.88008 -4.50236
H 1.05626 0.58698 2.27675
H 3.29272 4.10182 3.81479
H 3.12429 3.27890 5.37306
H 4.46980 2.87264 4.30375

(4)
One molecule with the formula C31H33NO4, computed with wB97M-V/def2-TZVPD.

Output
Gap between HOMO and LUMO = 8.0553 eV
Maximum force = 4.2 eV/A
HOMO energy = -7.365 eV
SMILES string = CCOC(=O)C(C(=O)OCC)(c1ccccc1)[C@H](c1ccc(C)cc1)c1c(C)n(C)c2ccccc12
ΔE to the lowest compared entry with this formula, charge and spin = 0.570 eV

Positions of all 69 atoms, in Å:
C 1.97402 2.35767 -3.50933
C 2.50404 1.49990 -2.41610
O 1.35600 0.88377 -1.84090
C 1.71386 -0.20638 -1.14849
C 0.55834 -0.92184 -0.46438
C -0.73073 -0.87766 -1.37704
O -1.84593 -1.12215 -0.89570
O -0.61073 -0.49403 -2.63798
C -1.94331 -0.27105 -3.29379
C -1.64189 0.37143 -4.59504
C 0.81944 -2.51452 -0.40775
C -0.19018 -3.47569 -0.50425
C 0.04250 -4.79699 -0.10195
C 1.29752 -5.17197 0.38073
C 2.32020 -4.22789 0.42745
C 2.06949 -2.90303 0.04967
O 2.89960 -0.48024 -1.01882
H 2.80900 2.77248 -4.08219
H 1.36400 1.74691 -4.18592
H 1.35446 3.18570 -3.13370
H 3.12198 0.69756 -2.80145
H 3.04816 2.06062 -1.65532
H -2.42749 -1.25146 -3.38009
H -2.55468 0.36512 -2.64203
H -2.57998 0.59023 -5.08875
H -1.08832 1.29008 -4.46174
H -1.06137 -0.29049 -5.21922
H -1.19941 -3.18469 -0.77987
H -0.77490 -5.50597 -0.18023
H 1.48477 -6.20853 0.67316
H 3.32627 -4.48809 0.74168
H 2.83988 -2.16161 0.15045
C 2.28588 1.88153 3.27687
C 1.37193 2.08490 2.11764
N 1.10621 3.40815 1.82623
C 1.59848 4.58672 2.52633
C 0.20412 3.47858 0.77730
C -0.13540 2.13915 0.44941
C -1.20291 1.90920 -0.41424
C -1.70763 2.97477 -1.14086
C -1.31084 4.28888 -0.86199
C -0.36457 4.56344 0.13934
C 0.67927 1.26084 1.17425
C 0.58025 -0.29437 0.90128
C -0.43922 -0.94473 1.81965
C -1.72769 -0.45720 1.90403
C -2.76283 -1.36706 2.14437
C -2.48142 -2.71162 2.36328
C -3.59138 -3.72043 2.35787
C -1.16311 -3.07991 2.64721
C -0.12471 -2.17503 2.40604
H 2.40375 0.80602 3.42883
H 3.30114 2.31109 3.15124
H 1.90292 2.31378 4.22484
H 1.23461 5.48422 2.02311
H 1.23622 4.64165 3.56167
H 2.69532 4.63188 2.54938
H -1.65660 0.92998 -0.43085
H -2.46285 2.74300 -1.89015
H -1.76904 5.09330 -1.42953
H -0.09264 5.58234 0.42228
H 1.58582 -0.61934 1.15966
H -1.95720 0.58368 1.69836
H -3.79351 -1.04692 1.99561
H -3.21006 -4.71159 2.61885
H -4.37070 -3.45004 3.08342
H -4.08023 -3.78968 1.37342
H -0.94941 -4.11416 2.88165
H 0.91343 -2.48223 2.56311